Entry 1:
Density functional theory data (wB97M-V/def2-TZVPD) for a cluster of 10 separate species, C28H85O37P9 in total.

SMILES   COP(=O)(OC)OC.COP(=O)(OC)OC.COP(=O)(OC)OC.COP(=O)(OC)OC.COP(=O)(OC)OC.COP(=O)(OC)OC.COP(=O)(OC)OC.COP(=O)(OC)OC.COP(=O)(OC)OC.CO
Relative energy (zero: lowest compared OMol25 entry of this formula, charge and spin)   0.000 eV
2S+1   1
E   -6974.72835 Eh
Net charge   0

Geometry (Å):
C  -2.11229  -1.66258  7.99423
O  -1.57758  -0.83766  6.95803
P  -0.76883  0.49675  7.24227
O  0.12758  0.43310  8.39156
O  -0.10156  0.76204  5.86155
C  -0.87763  1.23659  4.75066
O  -1.87979  1.63676  7.33587
C  -2.63723  1.72929  8.52878
H  -2.05396  -2.69902  7.67180
H  -3.13729  -1.36642  8.20823
H  -1.47615  -1.57308  8.87705
H  -1.50449  0.41238  4.40091
H  -0.23018  1.64358  3.98260
H  -1.60497  1.99644  5.04161
H  -2.53520  2.72567  8.96472
H  -2.40480  0.97893  9.28185
H  -3.70907  1.68931  8.30498
C  6.75640  2.74168  -5.00831
O  6.03814  3.01729  -3.80475
P  4.47620  3.26880  -3.85644
O  4.09461  4.64451  -4.11482
O  4.04772  2.62630  -2.48009
C  2.72528  2.91109  -1.99738
O  3.89752  2.23095  -4.92691
C  4.03106  0.82522  -4.70817
H  6.98819  1.67769  -5.03285
H  7.67997  3.31559  -5.02619
H  6.19525  3.02240  -5.90019
H  2.07190  2.05969  -1.78259
H  2.22176  3.66871  -2.59351
H  2.88947  3.22595  -0.96078
H  3.04832  0.37616  -4.84868
H  4.35129  0.53295  -3.70635
H  4.77479  0.42136  -5.39493
C  -0.43567  0.42023  -3.23833
O  0.24427  0.35917  -4.48952
P  -0.41795  1.04477  -5.75995
O  -1.75264  0.55645  -6.07223
O  0.75986  0.82327  -6.76576
C  0.76528  1.26372  -8.10833
O  -0.37792  2.59007  -5.40429
C  0.85252  3.31888  -5.41872
H  -1.15678  1.24061  -3.25949
H  0.28834  0.61128  -2.44709
H  -0.94274  -0.51636  -3.00700
H  1.63246  1.85916  -8.39186
H  -0.07356  1.93299  -8.33241
H  0.67073  0.39028  -8.75009
H  1.25265  3.76808  -6.32386
H  1.64248  2.66820  -5.03478
H  0.76545  4.02599  -4.59612
C  -3.00790  0.78375  0.86910
O  -3.25342  0.50261  2.25302
P  -4.67330  0.75383  2.88286
O  -5.12321  2.13256  2.82526
O  -5.66491  -0.20960  2.10435
C  -5.39881  -1.63215  2.01916
O  -4.48572  0.05366  4.27812
C  -5.56027  -0.12525  5.20257
H  -3.90734  1.18872  0.40719
H  -2.80803  -0.18074  0.39377
H  -2.12052  1.39670  0.79133
H  -4.35506  -1.76575  2.30266
H  -5.59118  -2.05373  1.04308
H  -6.01681  -2.06962  2.80329
H  -5.48846  -1.15429  5.55437
H  -6.51633  0.05982  4.71722
H  -5.41606  0.51021  6.07434
C  -1.23691  -6.56130  2.45088
O  -0.57459  -5.53997  1.70898
P  0.53603  -4.65049  2.42423
O  1.05785  -3.60535  1.53930
O  -0.27137  -4.13316  3.67665
C  -1.30335  -3.15370  3.45194
O  1.64137  -5.56118  3.04464
C  2.54373  -6.27141  2.17274
H  -1.60639  -6.23797  3.42625
H  -0.55437  -7.39331  2.62798
H  -2.10885  -6.84959  1.87020
H  -1.56433  -3.06673  2.39640
H  -0.99108  -2.18576  3.83832
H  -2.17757  -3.52846  3.98093
H  3.56179  -5.94106  2.37261
H  2.30701  -6.12146  1.12217
H  2.52872  -7.32448  2.44624
C  0.04403  4.06984  2.24770
O  1.06411  3.10608  2.57000
P  2.56759  3.52818  2.79109
O  3.34791  2.59834  3.55498
O  3.07650  3.69899  1.29289
C  4.32473  4.32530  1.06058
O  2.41877  4.98878  3.38147
C  3.35624  5.49303  4.34250
H  -0.31338  4.55693  3.15420
H  -0.78144  3.45807  1.89243
H  0.38158  4.79803  1.51725
H  4.87532  4.60186  1.96470
H  4.19534  5.18996  0.41119
H  5.03718  3.65195  0.57657
H  3.71657  6.43722  3.94149
H  4.17812  4.79841  4.51918
H  2.88654  5.62640  5.31571
C  -2.37301  6.08739  -3.65795
O  -1.82064  6.18530  -2.35067
P  -0.32524  5.69663  -2.14921
O  0.60042  5.97763  -3.24319
O  0.12846  6.30504  -0.77106
C  1.54430  6.54855  -0.55672
O  -0.53842  4.13007  -1.92155
C  -1.45838  3.67646  -0.92852
H  -2.73876  7.06237  -3.98294
H  -3.21537  5.39614  -3.65262
H  -1.68516  5.77667  -4.44549
H  2.11170  6.64930  -1.47772
H  1.91126  5.71785  0.04262
H  1.55294  7.48319  -0.00269
H  -2.32720  3.23991  -1.41657
H  -1.79881  4.49584  -0.29127
H  -0.93801  2.97699  -0.28118
C  -3.98486  -6.26742  -1.14011
O  -4.40248  -4.90336  -1.26342
P  -3.53918  -3.75900  -0.62543
O  -3.32886  -3.87444  0.81658
O  -2.21039  -3.79490  -1.48469
C  -1.00302  -3.29637  -0.91658
O  -4.26252  -2.44640  -1.03943
C  -4.29562  -1.97993  -2.39948
H  -3.23990  -6.36467  -0.35158
H  -3.61874  -6.66703  -2.08290
H  -4.87226  -6.83540  -0.86486
H  -1.19944  -2.47460  -0.22966
H  -0.35594  -2.85426  -1.68180
H  -0.34833  -4.03665  -0.46475
H  -3.73159  -2.64055  -3.04525
H  -3.89162  -0.96334  -2.38029
H  -5.32155  -1.77492  -2.70311
C  4.47832  -5.95883  -4.01154
O  3.09973  -6.26410  -3.76132
P  2.42587  -5.82616  -2.39985
O  2.90843  -6.47464  -1.19113
O  2.62608  -4.24966  -2.44233
C  2.76363  -3.54644  -1.17473
O  0.90786  -6.05784  -2.70516
C  0.26566  -5.36284  -3.78801
H  5.04546  -6.88505  -3.96275
H  4.83677  -5.22117  -3.29597
H  4.56683  -5.54504  -5.01417
H  2.29752  -4.11824  -0.37996
H  2.35204  -2.55421  -1.31360
H  3.82981  -3.51434  -0.94809
H  -0.26186  -4.48943  -3.41217
H  -0.33507  -6.09408  -4.31667
H  1.01946  -4.96608  -4.47261
C  0.56985  0.20453  0.94336
O  0.84933  -1.01135  0.27841
H  0.54268  1.06431  0.27294
H  -0.31369  0.09410  1.57976
H  1.37300  0.48447  1.64136
H  0.83125  -1.69795  0.95770

Forces on the atoms, in the same order (eV/Å):
C 0.6 0.1 0.2
O -0.3 -0.3 -0.3
P 0.0 -0.2 0.4
O 0.0 -0.1 0.1
O 0.1 0.7 -0.3
C -1.0 -0.3 -0.1
O 0.1 -0.1 0.0
C -1.0 0.8 0.4
H -0.2 0.0 -0.2
H -0.1 -0.1 0.0
H -0.2 0.1 0.1
H 0.3 0.0 -0.4
H 0.3 -0.3 0.1
H 0.3 0.2 0.2
H 0.5 -0.1 0.0
H 0.2 0.0 -0.1
H 0.1 -0.4 -0.3
C 0.1 0.0 -0.3
O 0.0 -0.2 0.1
P 0.3 -0.7 -0.2
O -0.5 0.3 -0.2
O -0.2 -0.2 0.1
C 0.0 0.4 1.7
O 0.3 0.4 0.1
C 0.0 -0.6 0.1
H 0.0 0.0 -0.1
H 0.0 0.0 0.3
H -0.1 -0.1 0.1
H 0.4 -0.5 -1.1
H 0.0 0.0 0.0
H -0.2 0.7 -0.3
H 0.1 0.0 -0.3
H 0.0 0.5 0.1
H -0.2 0.0 -0.2
C -0.3 0.3 0.2
O 0.5 -0.4 0.0
P 0.1 0.4 0.9
O -0.3 0.1 -0.3
O 0.8 -0.2 0.0
C -1.0 0.4 -0.9
O -0.6 0.3 -1.2
C 1.1 -0.5 2.3
H -0.1 -0.1 0.2
H 0.1 0.0 -0.1
H 0.0 0.0 -0.2
H 0.4 -0.4 0.6
H -0.2 -0.2 0.2
H 0.1 0.0 -0.1
H -0.9 -0.1 -0.4
H 0.0 -0.2 -0.4
H -0.2 0.6 -0.5
C -0.5 -0.9 0.1
O 0.7 -0.3 0.4
P -0.5 -0.4 -0.6
O -0.3 0.5 0.2
O -0.4 0.1 -0.8
C 0.5 0.6 1.5
O 0.7 0.1 0.3
C 0.2 -0.3 0.1
H 0.2 0.4 -0.1
H 0.1 0.1 -0.1
H -0.1 0.3 0.0
H 0.0 -0.5 -0.3
H -0.2 0.3 -0.2
H 0.0 -0.4 -0.3
H -0.2 0.0 -0.1
H -0.1 0.0 0.2
H -0.1 0.3 -0.2
C -0.2 -0.3 0.2
O 0.6 0.0 -0.3
P -0.8 0.6 0.1
O -0.1 0.2 -0.4
O 0.8 0.1 0.4
C -0.2 -0.1 -0.1
O -0.3 -0.4 0.5
C 0.5 -0.2 0.1
H 0.2 0.4 -0.1
H -0.1 -0.1 -0.2
H 0.2 -0.2 -0.1
H 0.0 -0.1 0.0
H 0.1 -0.1 0.1
H 0.0 0.2 0.0
H -0.1 0.3 -0.1
H 0.0 -0.1 0.0
H -0.4 0.0 -0.1
C -0.3 -0.6 0.4
O 0.1 0.2 -0.1
P -1.0 0.4 -0.8
O 1.0 -1.0 1.1
O -0.4 0.3 -0.1
C 1.3 0.0 -0.2
O 0.1 0.1 0.1
C 0.3 0.0 0.2
H 0.3 0.2 0.0
H 0.0 0.2 -0.3
H -0.1 0.0 -0.1
H -0.5 0.2 0.2
H -0.1 0.1 0.1
H -0.5 -0.3 -0.2
H 0.1 0.0 0.2
H 0.0 0.0 -0.3
H -0.3 0.2 -0.2
C -0.7 0.2 -1.0
O 0.5 0.5 0.5
P -0.1 -0.4 -0.7
O 0.0 -0.3 -0.2
O -0.4 0.0 -0.1
C -0.5 0.1 0.4
O 0.5 0.0 0.0
C -0.1 0.4 0.2
H 0.0 0.1 0.3
H 0.1 0.0 0.2
H 0.4 -0.2 0.4
H -0.2 -0.1 -0.2
H 0.2 0.1 0.0
H 0.3 -0.1 0.1
H 0.1 -0.2 0.0
H 0.0 0.0 -0.1
H 0.0 -0.3 -0.2
C -0.3 -0.2 0.3
O -0.2 0.0 -0.6
P 0.8 -0.6 0.5
O -0.1 0.2 0.3
O 0.2 -0.5 -0.3
C 1.1 1.0 -0.1
O -0.7 0.5 -0.2
C -0.2 1.2 0.4
H 0.1 -0.1 -0.1
H 0.2 0.3 -0.1
H 0.0 0.0 0.1
H 0.0 -0.2 0.2
H -0.5 0.0 -0.4
H -0.7 -0.4 0.3
H -0.1 0.1 -0.3
H 0.6 -0.3 -0.1
H -0.1 -0.8 0.0
C -0.1 -0.1 0.0
O 0.0 0.0 -0.3
P 0.2 0.6 -0.6
O 0.0 -0.3 0.6
O 0.0 0.0 0.2
C 0.5 -0.5 -0.3
O -0.5 -0.2 0.1
C 0.9 0.3 -0.2
H 0.1 0.1 0.2
H 0.2 -0.1 0.0
H -0.1 0.0 0.0
H -0.3 0.3 0.1
H -0.1 0.0 0.2
H 0.0 0.3 0.0
H -0.4 -0.3 0.1
H -0.3 0.2 0.1
H 0.0 -0.2 -0.1
C 0.8 0.0 1.1
O -0.2 0.5 -0.3
H -0.5 -0.3 -0.4
H -0.3 0.4 -0.3
H 0.1 -0.2 0.0
H 0.2 -0.5 -0.1

***

Entry 2:
Density functional theory data (wB97M-V/def2-TZVPD) for a cluster of 6 separate species, C7H24O6 in total.

SMILES   C=CCCCCCO.O.O.O.O.O
Relative energy (zero: lowest compared OMol25 entry of this formula, charge and spin)   1.559 eV
2S+1   1
E   -732.49176 Eh
Net charge   0

Geometry (Å):
C  -3.07797  -3.09379  -0.07985
C  -2.32888  -2.23851  0.62876
C  -3.02498  -1.27180  1.54289
C  -2.29178  0.07270  1.65108
C  -0.87299  -0.00413  2.19968
C  -0.14082  1.36654  2.36938
C  0.15573  2.02539  1.03913
O  -1.02145  2.47267  0.37565
H  -2.69463  -3.95698  -0.59779
H  -4.10190  -2.77333  -0.21640
H  -1.26474  -2.15541  0.47421
H  -3.00083  -1.66853  2.56716
H  -4.01719  -1.07030  1.13541
H  -2.38721  0.71740  0.77121
H  -2.98090  0.73134  2.19536
H  -0.20497  -0.41299  1.43299
H  -0.98574  -0.52915  3.14670
H  -0.74637  1.99526  3.02469
H  0.79883  1.10328  2.85102
H  0.61707  1.20236  0.43838
H  0.88855  2.83327  1.13730
H  -0.92357  2.28255  -0.56151
O  0.27385  -0.69147  -2.19032
H  0.92217  -0.11951  -2.61768
H  -0.48590  -0.10137  -2.12090
O  1.78314  -2.94042  -1.26602
H  1.71693  -3.89682  -1.32014
H  0.86391  -2.68769  -1.42480
O  0.89871  2.13336  -3.06934
H  0.81923  2.95215  -3.56569
H  1.70759  2.22896  -2.54573
O  3.76083  -0.80290  -0.38920
H  4.22399  -1.62073  -0.20692
H  2.93304  -1.06623  -0.80939
O  3.14281  2.44381  -0.73939
H  3.95358  2.93907  -0.89668
H  3.43302  1.52399  -0.66847

Forces on the atoms, in the same order (eV/Å):
C 0.6 0.9 0.1
C -1.1 -0.4 -0.6
C 1.5 1.1 -0.5
C -1.2 1.2 -0.5
C -0.3 1.6 -0.8
C -1.2 -0.6 0.4
C 0.5 -1.1 -0.4
O 0.0 0.2 0.1
H 0.1 0.1 -0.5
H -0.5 -0.9 0.4
H 0.4 -0.5 0.7
H -0.6 -0.2 -0.3
H -0.2 -0.3 0.5
H 0.6 -0.9 -0.7
H 0.4 -0.2 1.2
H -0.3 -1.2 0.5
H 0.8 -0.3 0.0
H 0.2 0.3 0.1
H 0.2 0.4 0.1
H 0.0 0.7 0.1
H -0.1 0.0 0.0
H 0.1 0.2 0.0
O -0.1 0.2 0.1
H 0.0 -0.1 -0.1
H -0.1 -0.2 0.0
O -0.4 -0.3 0.0
H 0.4 -0.2 0.1
H 0.1 0.6 -0.1
O 0.1 -0.2 0.2
H 0.0 0.0 0.0
H 0.0 0.2 0.2
O -0.1 0.7 -0.1
H 0.0 -0.2 0.0
H 0.0 -0.4 0.1
O 0.0 -0.1 -0.3
H 0.0 0.0 0.0
H 0.1 -0.1 0.2

***

Entry 3:
Density functional theory data (wB97M-V/def2-TZVPD) for the molecule C13H18N2O4S2.

SMILES   O=S(=O)(NC1CC1)c1cccc(S(=O)(=O)N2CCCC2)c1
Relative energy (zero: lowest compared OMol25 entry of this formula, charge and spin)   1.406 eV
2S+1   1
E   -1712.95462 Eh
Net charge   0

Geometry (Å):
O  -2.24371  -0.36503  -2.29957
S  -1.85403  -0.56997  -0.93860
O  -1.36811  -1.85821  -0.53162
N  -3.09442  -0.14772  0.10126
C  -4.22570  0.53670  -0.45249
C  -5.56420  -0.12658  -0.56395
C  -5.34199  0.96743  0.44477
C  -0.56880  0.60319  -0.51024
C  -0.76853  1.65448  0.36280
C  0.30509  2.46191  0.71467
C  1.57186  2.17786  0.22785
C  1.75045  1.11410  -0.63825
S  3.41584  0.65018  -1.15431
O  4.29440  1.71218  -0.76446
O  3.37654  0.23721  -2.52207
N  3.82714  -0.67737  -0.24573
C  3.78764  -0.50503  1.18915
C  2.44875  -1.10815  1.64066
C  2.14043  -2.17946  0.58016
C  3.16652  -1.93186  -0.54629
C  0.68080  0.33761  -1.03726
H  -3.33389  -0.91659  0.70835
H  -3.90311  1.18697  -1.25321
H  -6.17046  0.08173  -1.43071
H  -5.65985  -1.13746  -0.19745
H  -5.79565  1.93090  0.27330
H  -5.28656  0.68945  1.48605
H  -1.75446  1.83127  0.76223
H  0.15657  3.29669  1.38236
H  2.43266  2.76825  0.50086
H  3.90345  0.55133  1.42417
H  4.62609  -1.05854  1.62298
H  2.52367  -1.53152  2.64038
H  1.67152  -0.34375  1.65322
H  2.27101  -3.18026  0.98848
H  1.11530  -2.09789  0.22074
H  2.73165  -1.86853  -1.54142
H  3.92770  -2.71807  -0.55535
H  0.80840  -0.46743  -1.74147

Forces on the atoms, in the same order (eV/Å):
O 0.0 0.3 0.1
S -0.2 0.1 0.6
O -0.1 0.1 0.2
N 0.7 -0.3 -0.4
C -0.3 0.3 -0.3
C 0.1 0.0 -0.2
C 0.1 0.1 0.0
C -0.3 -0.3 -0.1
C -0.1 0.1 0.1
C 0.0 -0.1 -0.1
C 0.1 0.1 0.1
C 0.5 -0.2 -0.2
S 0.3 0.0 0.1
O -0.2 0.0 0.3
O -0.3 -0.2 0.0
N -0.1 0.9 -0.8
C 0.0 0.2 0.7
C 0.1 0.0 0.0
C 0.0 0.0 0.0
C -0.2 -0.6 -0.3
C 0.0 -0.1 -0.2
H 0.2 -0.2 0.1
H -0.3 0.1 0.0
H 0.0 0.1 -0.1
H 0.1 -0.1 0.1
H 0.0 0.1 0.0
H 0.0 -0.1 0.1
H -0.1 0.0 0.1
H 0.0 0.1 0.1
H 0.0 0.1 0.1
H 0.1 0.0 0.2
H 0.0 0.1 0.0
H 0.0 0.0 0.0
H 0.0 0.0 0.0
H -0.1 0.0 0.0
H 0.0 -0.1 0.0
H 0.0 -0.2 0.0
H -0.1 0.1 -0.1
H 0.1 -0.2 -0.1